<i>
Entry from the Open Molecules 2025 dataset: C4H8N2OS in the gas phase (wB97M-V/def2-TZVPD).

Properties
* gap between HOMO and LUMO: 9.18 eV
* HOMO energy: -8.52 eV
* structure (SMILES): C=C(C)/C(=N\O)NS
* molar mass: 132.2 g mol⁻¹

Each line ends with the Mulliken charge.
Element x y z (Å)
C (-0.26, 1.27, 0.97)  -1.058
C (0.24, 0.52, 0.01)  0.871
C (1.09, 1.13, -0.92)  -1.023
C (-0.16, -0.86, -0.09)  0.373
N (0.62, -1.89, 0.03)  -0.495
O (2.01, -1.54, -0.08)  -0.395
N (-1.44, -1.10, 0.31)  -0.377
S (-2.94, -0.55, -0.51)  -0.134
H (-0.81, 0.75, 1.80)  0.310
H (-0.17, 2.30, 1.21)  0.387
H (1.62, 2.12, -0.58)  0.277
H (2.05, 0.59, -1.36)  0.270
H (0.49, 1.52, -1.92)  0.202
H (2.52, -2.43, -0.09)  0.351
H (-1.58, -2.07, 0.70)  0.304
H (-3.27, 0.26, 0.51)  0.137



<ii>
Entry from the Open Molecules 2025 dataset: C4H8N2OS in the gas phase (wB97M-V/def2-TZVPD).

Properties
* gap between HOMO and LUMO: 9.15 eV
* HOMO energy: -8.35 eV
* structure (SMILES): C/C=C/N(O)/C=N\S
* molar mass: 132.2 g mol⁻¹

Each line ends with the Mulliken charge.
Element x y z (Å)
C (2.83, -0.10, -0.04)  -0.927
C (1.42, -0.32, -0.51)  0.097
C (0.65, 0.66, -0.09)  -0.512
N (-0.72, 0.45, -0.01)  0.151
O (-1.52, 1.54, 0.47)  -0.465
C (-1.28, -0.79, 0.46)  0.018
N (-2.53, -1.03, 0.51)  -0.450
S (-3.48, 0.11, -0.39)  -0.161
H (3.62, -0.17, -0.87)  0.254
H (2.87, 0.84, 0.64)  0.269
H (3.18, -1.04, 0.51)  0.237
H (1.14, -1.40, -0.82)  0.316
H (1.06, 1.71, 0.18)  0.261
H (-2.08, 1.81, -0.30)  0.344
H (-0.65, -1.61, 0.82)  0.426
H (-4.50, -0.66, -0.56)  0.142



Which one is most stable, and which one is least stable? <i> is the most stable of them, while <ii> is the least stable.



<i>
Entry from the Open Molecules 2025 dataset: C4H8N2OS in the gas phase (wB97M-V/def2-TZVPD).

Properties
* gap between HOMO and LUMO: 8.49 eV
* HOMO energy: -8.57 eV
* structure (SMILES): CN(C)/N=C/OC=S
* molar mass: 132.2 g mol⁻¹

Each line ends with the Mulliken charge.
Element x y z (Å)
C (-1.56, -0.81, 1.05)  -0.687
N (-1.05, -0.09, -0.24)  -0.223
C (-1.67, 1.14, -0.39)  -0.916
N (0.37, -0.03, -0.08)  -0.240
C (1.04, -0.82, -0.77)  0.055
O (2.46, -0.86, -0.71)  -0.236
C (3.04, 0.08, -0.02)  -0.036
S (4.71, 0.25, 0.30)  -0.225
H (-0.85, -1.66, 1.21)  0.248
H (-1.48, 0.15, 1.66)  0.331
H (-2.60, -1.30, 0.81)  0.233
H (-2.64, 1.05, -0.76)  0.337
H (-1.60, 1.81, 0.48)  0.370
H (-1.19, 1.53, -1.29)  0.312
H (0.68, -1.47, -1.60)  0.424
H (2.37, 1.05, 0.33)  0.253



<ii>
Entry from the Open Molecules 2025 dataset: C4H8N2OS in the gas phase (wB97M-V/def2-TZVPD).

Properties
* gap between HOMO and LUMO: 8.93 eV
* HOMO energy: -8.31 eV
* structure (SMILES): C[C@@H](C(N)=O)C(N)=S
* molar mass: 132.2 g mol⁻¹

Each line ends with the Mulliken charge.
Element x y z (Å)
C (0.02, 1.65, -0.25)  -1.139
C (0.13, 0.26, 0.42)  0.070
C (-1.10, -0.66, 0.08)  0.449
N (-1.83, -1.00, 1.19)  -0.476
O (-1.30, -1.16, -1.00)  -0.636
C (1.53, -0.33, 0.01)  0.016
N (1.55, -0.72, -1.24)  -0.338
S (2.74, -0.44, 1.05)  -0.347
H (-0.70, 2.40, 0.27)  0.298
H (1.07, 2.01, -0.29)  0.324
H (-0.47, 1.43, -1.20)  0.310
H (0.05, 0.40, 1.52)  0.387
H (-2.10, -0.29, 1.90)  0.266
H (-2.65, -1.49, 0.84)  0.297
H (0.61, -0.83, -1.65)  0.231
H (2.45, -1.22, -1.67)  0.287



Which one is most stable, and which one is least stable? <ii> is the most stable of them, while <i> is the least stable.



<i>
Entry from the Open Molecules 2025 dataset: a 2-piece molecular cluster, C4H8N2OS overall (wB97M-V/def2-TZVPD).

Properties
* gap between HOMO and LUMO: 8.96 eV
* HOMO energy: -8.34 eV
* molar mass: 132.2 g mol⁻¹

Each line ends with the Mulliken charge.
Element x y z (Å)
C (0.29, -3.37, -0.11)  0.648
C (0.80, -0.94, -0.77)  0.126
C (-0.46, -0.21, 1.09)  -1.103
C (0.15, 1.45, -0.57)  -0.898
N (-0.91, -3.33, -0.03)  -0.516
N (0.21, 0.06, -0.17)  0.037
O (1.39, -3.74, -0.06)  -0.431
S (1.65, -0.62, -2.23)  -0.307
H (-0.04, 0.42, 1.87)  0.352
H (-1.53, 0.02, 1.00)  0.352
H (-0.33, -1.25, 1.36)  0.355
H (-0.89, 1.79, -0.57)  0.305
H (0.71, 2.07, 0.14)  0.325
H (0.56, 1.58, -1.56)  0.287
H (2.06, -1.88, -2.37)  0.160
H (-1.57, -2.65, -0.33)  0.308



<ii>
Entry from the Open Molecules 2025 dataset: C4H8N2OS in the gas phase (wB97M-V/def2-TZVPD).

Properties
* gap between HOMO and LUMO: 9.24 eV
* HOMO energy: -9.04 eV
* structure (SMILES): CN/N=C(\C)C(=O)S
* molar mass: 132.2 g mol⁻¹

Each line ends with the Mulliken charge.
Element x y z (Å)
C (-2.96, -0.36, -0.47)  -0.659
N (-1.98, -1.06, 0.23)  -0.431
N (-0.67, -0.71, 0.14)  -0.191
C (-0.27, 0.48, 0.20)  0.533
C (-0.84, 1.89, 0.56)  -0.858
C (1.14, 0.54, -0.23)  0.362
O (1.77, 1.55, -0.55)  -0.520
S (2.19, -1.07, 0.06)  -0.259
H (-3.57, 0.51, -0.10)  0.232
H (-2.30, 0.21, -1.43)  0.221
H (-3.69, -1.20, -0.90)  0.260
H (-2.03, -2.02, 0.04)  0.270
H (-0.04, 2.36, 1.30)  0.317
H (-1.21, 2.54, -0.35)  0.258
H (-1.68, 1.46, 1.24)  0.313
H (1.36, -2.05, 0.76)  0.154



Which one is most stable, and which one is least stable? <i> is the most stable of them, while <ii> is the least stable.



<i>
Entry from the Open Molecules 2025 dataset: a 2-piece molecular cluster, C4H9N3O4 overall (wB97M-V/def2-TZVPD).

Properties
* gap between HOMO and LUMO: 8.79 eV
* HOMO energy: -8.22 eV
* structure (SMILES): C/C=C(\N)C(=O)O.O/N=N\O
* molar mass: 163.1 g mol⁻¹

Each line ends with the Mulliken charge.
Element x y z (Å)
C (-1.74, 0.09, -2.15)  -1.332
C (-0.65, 0.84, -1.41)  -0.028
C (0.40, 0.16, -0.88)  0.275
N (0.55, -1.19, -1.02)  -0.513
C (1.48, 0.96, -0.21)  0.427
O (1.48, 2.09, 0.14)  -0.595
O (2.62, 0.27, -0.13)  -0.511
H (-2.39, 0.90, -2.64)  0.304
H (-1.25, -0.57, -2.78)  0.423
H (-2.40, -0.60, -1.58)  0.288
H (-0.87, 1.92, -1.24)  0.380
H (1.37, -1.54, -0.53)  0.309
H (-0.30, -1.70, -1.02)  0.216
H (3.38, 0.82, 0.24)  0.360
O (0.16, 0.70, 2.87)  -0.458
N (0.49, -0.46, 2.02)  0.182
N (-0.20, -1.43, 1.99)  -0.085
O (-1.37, -1.63, 2.60)  -0.342
H (0.81, 1.37, 2.49)  0.367
H (-1.58, -0.98, 3.22)  0.332



<ii>
Entry from the Open Molecules 2025 dataset: a 2-piece molecular cluster, C4H9N3O4 overall (wB97M-V/def2-TZVPD).

Properties
* gap between HOMO and LUMO: 10.59 eV
* HOMO energy: -10.08 eV
* structure (SMILES): [H]/N=C\CCC(=O)O.O/N=N\O
* molar mass: 163.1 g mol⁻¹

Each line ends with the Mulliken charge.
Element x y z (Å)
H (0.75, 1.93, -2.36)  0.208
N (1.12, 1.77, -1.38)  -0.710
C (1.38, 0.62, -0.95)  -0.017
C (0.85, -0.68, -1.63)  -0.631
C (-0.02, -1.53, -0.65)  -0.481
C (0.83, -1.83, 0.56)  0.354
O (1.70, -2.61, 0.50)  -0.560
O (0.56, -1.17, 1.65)  -0.496
H (1.74, 0.39, 0.01)  0.565
H (1.69, -1.29, -2.02)  0.350
H (0.26, -0.55, -2.58)  0.355
H (-0.93, -0.81, -0.45)  0.250
H (-0.34, -2.33, -1.22)  0.437
H (-0.06, -0.44, 1.62)  0.559
O (-0.36, 2.70, 0.78)  -0.415
N (-0.26, 1.40, 1.07)  0.350
N (-1.07, 0.92, 1.83)  -0.472
O (-1.97, 1.72, 2.55)  -0.440
H (0.45, 2.90, 0.17)  0.427
H (-2.13, 1.30, 3.42)  0.366



Which one is most stable, and which one is least stable? <i> is the most stable of them, while <ii> is the least stable.



<i>
Entry from the Open Molecules 2025 dataset: CH4INOS as an isolated structure (wB97M-V/def2-TZVPD).

Properties
* gap between HOMO and LUMO: 7.77 eV
* HOMO energy: -8.10 eV
* molar mass: 205.0 g mol⁻¹

Each line ends with the Mulliken charge.
Element x y z (Å)
C (0.54, 0.03, -0.42)  -0.770
N (1.31, 0.80, 0.42)  -0.382
O (-1.48, -2.27, 0.13)  -0.442
S (-1.50, -1.01, -0.56)  0.296
I (-2.52, 0.87, 0.66)  -0.096
H (0.89, -0.90, -0.72)  0.429
H (0.15, 0.52, -1.36)  0.440
H (1.72, 0.31, 1.30)  0.270
H (0.88, 1.65, 0.55)  0.254



<ii>
Entry from the Open Molecules 2025 dataset: CH4INOS in the gas phase (wB97M-V/def2-TZVPD).

Properties
* gap between HOMO and LUMO (spin up / spin down): 7.15 / 7.60 eV
* HOMO energy (spin up / spin down): -8.39 / -8.56 eV
* molar mass: 205.0 g mol⁻¹

Each line ends with the Mulliken charge.
Element x y z (Å)
C (-0.63, -0.19, 0.48)  -0.815
N (2.58, 1.07, -1.19)  -0.529
O (1.39, -1.80, 0.04)  -0.456
S (0.15, -1.35, -0.70)  0.274
I (3.19, -0.15, 0.17)  0.359
H (-0.11, -0.14, 1.36)  0.308
H (-1.64, -0.45, 0.77)  0.349
H (-0.74, 0.94, 0.13)  0.275
H (2.50, 0.59, -2.15)  0.235



Which one is most stable, and which one is least stable? <i> is the most stable of them, while <ii> is the least stable.



<i>
Entry from the Open Molecules 2025 dataset: C4H6N4 in the gas phase (wB97M-V/def2-TZVPD).

Properties
* gap between HOMO and LUMO: 10.02 eV
* HOMO energy: -9.39 eV
* structure (SMILES): c1nnc2n1NCC2
* molar mass: 110.1 g mol⁻¹

Each line ends with the Mulliken charge.
Element x y z (Å)
C (2.09, -0.96, -0.05)  0.037
N (2.64, 0.20, -0.22)  -0.390
N (1.76, 1.27, -0.20)  -0.505
C (0.63, 0.68, 0.15)  0.221
N (0.74, -0.66, 0.11)  0.104
N (-0.71, -1.19, -0.20)  -0.325
C (-1.54, -0.14, -0.33)  -0.462
C (-0.86, 1.20, 0.12)  -0.418
H (2.56, -2.05, 0.38)  0.268
H (-1.09, -1.86, 0.66)  0.337
H (-1.51, 0.13, -1.37)  0.265
H (-2.56, -0.24, 0.13)  0.281
H (-0.93, 2.10, -0.42)  0.379
H (-1.22, 1.54, 1.23)  0.208



<ii>
Entry from the Open Molecules 2025 dataset: C4H6N4 in the gas phase (wB97M-V/def2-TZVPD).

Properties
* gap between HOMO and LUMO: 8.67 eV
* HOMO energy: -8.07 eV
* structure (SMILES): [H]/N=c1/cc[nH]n1N=C
* molar mass: 110.1 g mol⁻¹

Each line ends with the Mulliken charge.
Element x y z (Å)
H (-0.43, 2.41, 0.39)  0.317
N (0.58, 2.07, -0.15)  -0.609
C (0.70, 0.85, 0.24)  0.580
C (1.84, 0.06, -0.32)  -0.674
C (1.38, -1.26, -0.21)  -0.061
N (0.12, -1.45, 0.15)  -0.273
N (-0.42, -0.07, 0.96)  -0.153
N (-1.46, 0.51, -0.04)  -0.334
C (-2.31, -0.34, -0.50)  -0.200
H (2.75, 0.35, -1.01)  0.285
H (1.77, -2.22, -0.41)  0.400
H (-0.14, -2.37, 0.56)  0.231
H (-2.09, -1.37, -0.18)  0.232
H (-3.27, -0.10, -1.09)  0.258



<iii>
Entry from the Open Molecules 2025 dataset: C4H6N4 in the gas phase (wB97M-V/def2-TZVPD).

Properties
* gap between HOMO and LUMO (spin up / spin down): 7.58 / 7.58 eV
* HOMO energy (spin up / spin down): -7.36 / -7.36 eV
* molar mass: 110.1 g mol⁻¹

Each line ends with the Mulliken charge.
Element x y z (Å)
C (-1.53, -0.69, -0.17)  -0.732
C (-0.90, 0.42, 0.32)  0.076
C (-0.75, -1.87, -0.20)  -0.075
C (1.13, -0.63, -0.03)  0.345
N (0.55, -1.78, -0.10)  -0.541
N (-1.18, 1.69, 0.00)  -0.454
N (2.20, -0.09, 0.09)  0.455
N (2.84, 0.94, 0.40)  -0.969
H (-2.47, -0.64, -0.69)  0.361
H (-0.21, 0.33, 1.14)  0.441
H (-1.17, -2.85, -0.37)  0.443
H (-0.62, 2.43, 0.38)  0.236
H (-1.68, 1.90, -0.85)  0.205
H (3.80, 0.86, 0.07)  0.210



Which one is most stable, and which one is least stable? <iii> is the most stable of them, while <ii> is the least stable.



<i>
Entry from the Open Molecules 2025 dataset: C4H6N4 in the gas phase (wB97M-V/def2-TZVPD).

Properties
* gap between HOMO and LUMO: 8.60 eV
* HOMO energy: -7.72 eV
* structure (SMILES): [H]/N=c1\cc[nH]n1N=C
* molar mass: 110.1 g mol⁻¹

Each line ends with the Mulliken charge.
Element x y z (Å)
H (-0.13, 2.73, -0.27)  0.206
N (-0.55, 1.85, -0.14)  -0.703
C (0.28, 0.86, -0.04)  0.543
C (1.73, 0.65, 0.01)  -0.612
C (1.98, -0.72, -0.07)  -0.068
N (0.75, -1.31, -0.12)  -0.398
N (-0.23, -0.48, 0.13)  0.828
N (-1.35, -1.00, -0.25)  -0.842
C (-2.47, -0.37, 0.12)  -0.304
H (2.51, 1.50, 0.26)  0.235
H (2.82, -1.45, -0.06)  0.356
H (0.66, -2.22, 0.26)  0.258
H (-2.44, 0.71, 0.34)  0.273
H (-3.57, -0.76, -0.16)  0.229



<ii>
Entry from the Open Molecules 2025 dataset: C4H6N4 in the gas phase (wB97M-V/def2-TZVPD).

Properties
* gap between HOMO and LUMO: 10.27 eV
* HOMO energy: -9.70 eV
* structure (SMILES): CN1CN=N[C@H]1C#N
* molar mass: 110.1 g mol⁻¹

Each line ends with the Mulliken charge.
Element x y z (Å)
C (0.52, 1.08, -1.21)  -0.947
N (-0.23, 0.48, -0.17)  -0.128
C (0.22, 0.78, 1.20)  -0.355
N (0.69, -0.49, 1.77)  -0.201
N (0.33, -1.45, 1.15)  -0.218
C (-0.30, -1.09, -0.14)  0.148
C (-1.65, -1.69, -0.14)  0.099
N (-2.56, -2.39, -0.08)  -0.392
H (-0.08, 0.97, -2.30)  0.245
H (0.85, 2.12, -0.97)  0.340
H (1.42, 0.54, -1.36)  0.412
H (-0.47, 1.03, 2.01)  0.258
H (1.02, 1.42, 1.25)  0.367
H (0.25, -1.31, -1.02)  0.374



Which one is most stable, and which one is least stable? <ii> is the most stable of them, while <i> is the least stable.